(1)
{
  "formula": "C18H52O8",
  "method": "wB97M-V/def2-TZVPD",
  "elements": ["C", "C", "C", "O", "H", "H", "H", "H", "H", "H", "H", "H", "C", "C", "C", "O", "H", "H", "H", "H", "H", "H", "H", "H", "C", "C", "O", "H", "H", "H", "H", "H", "H", "C", "C", "O", "H", "H", "H", "H", "H", "H", "C", "C", "O", "H", "H", "H", "H", "H", "H", "C", "C", "O", "H", "H", "H", "H", "H", "H", "C", "C", "O", "H", "H", "H", "H", "H", "H", "C", "C", "O", "H", "H", "H", "H", "H", "H"],
  "coordinates": [[-0.38504, 1.15219, 6.03648], [0.08219, 2.07956, 4.89287], [1.63532, 2.01529, 4.67434], [-0.55373, 1.68445, 3.71634], [-1.40817, 1.42320, 6.39249], [0.28536, 1.20192, 6.89771], [-0.40260, 0.10879, 5.64225], [-0.12406, 3.12733, 5.03261], [1.82677, 2.63843, 3.81363], [1.84584, 0.95543, 4.46418], [2.10577, 2.39941, 5.57182], [0.00340, 0.97172, 3.37360], [-2.36789, -2.35339, -2.81732], [-2.96784, -1.32411, -3.77543], [-2.07501, -0.08787, -4.00666], [-3.16576, -1.99699, -5.00446], [-2.98479, -3.25666, -2.80675], [-2.29335, -2.04645, -1.76636], [-1.37411, -2.61787, -3.17086], [-4.00026, -1.08054, -3.45447], [-1.92183, 0.52105, -3.13207], [-2.65806, 0.49177, -4.75314], [-1.13549, -0.38210, -4.47151], [-2.30278, -2.13076, -5.36194], [-1.55452, 5.04802, 0.09673], [-1.17845, 4.53075, 1.46755], [-1.61966, 3.16550, 1.53438], [-0.81836, 4.64338, -0.61237], [-1.51012, 6.13773, 0.08879], [-2.54701, 4.79552, -0.17956], [-1.64120, 5.14063, 2.26383], [-0.09655, 4.64027, 1.63142], [-1.36744, 2.68779, 2.37310], [1.25430, -2.97239, -2.33395], [1.59600, -2.88237, -3.80149], [3.04629, -3.05721, -3.83530], [1.48239, -3.96263, -1.94647], [0.16870, -2.87812, -2.21828], [1.66223, -2.09716, -1.80286], [1.35635, -1.91761, -4.30061], [1.14228, -3.73566, -4.30936], [3.30508, -2.89962, -4.74238], [-5.69757, 0.64628, 0.73888], [-4.27561, 0.87087, 1.09133], [-3.68587, 1.71760, 0.05946], [-6.13426, -0.04554, 1.44650], [-5.71640, 0.19386, -0.26379], [-6.33863, 1.48004, 0.69256], [-3.77373, -0.10110, 1.22108], [-4.22639, 1.41355, 2.00496], [-2.88419, 2.11957, 0.39157], [-0.09677, 0.25453, -0.21943], [1.09099, 0.65475, 0.70665], [1.05107, -0.03267, 1.91112], [-1.08535, 0.46899, 0.15054], [-0.02186, -0.81451, -0.45137], [0.01296, 0.74077, -1.16930], [1.08702, 1.71696, 0.86670], [2.03626, 0.36544, 0.24393], [1.02758, -0.96364, 1.62504], [3.83591, 0.21036, -1.56196], [4.67947, 0.16876, -2.86297], [3.99872, -0.61937, -3.78211], [3.92466, -0.77355, -1.03347], [2.77636, 0.47230, -1.71385], [4.33475, 0.89820, -0.82616], [5.70666, -0.18821, -2.71471], [4.71294, 1.16901, -3.32216], [3.68443, -1.41907, -3.35058], [3.00069, -3.26386, 2.30335], [2.30498, -3.07772, 0.98024], [0.91380, -2.76335, 1.02385], [2.55280, -4.06458, 2.89056], [3.00651, -2.27965, 2.85370], [4.06463, -3.51799, 2.12384], [2.44895, -3.98132, 0.34704], [2.81220, -2.28136, 0.47349], [0.52812, -3.25495, 1.76495]],
  "energy_ev": -35887.39640,
  "e_homo_ev": -9.65,
  "mol_weight_g_mol": 396.606,
  "lumo_ev": 0.4
}



(2)
{
  "formula": "C18H52O8",
  "method": "wB97M-V/def2-TZVPD",
  "elements": ["C", "C", "C", "O", "H", "H", "H", "H", "H", "H", "H", "H", "C", "C", "C", "O", "H", "H", "H", "H", "H", "H", "H", "H", "C", "C", "O", "H", "H", "H", "H", "H", "H", "C", "C", "O", "H", "H", "H", "H", "H", "H", "C", "C", "O", "H", "H", "H", "H", "H", "H", "C", "C", "O", "H", "H", "H", "H", "H", "H", "C", "C", "O", "H", "H", "H", "H", "H", "H", "C", "C", "O", "H", "H", "H", "H", "H", "H"],
  "coordinates": [[-2.51303, -5.23962, -1.63591], [-1.84193, -3.96825, -1.19771], [-2.72105, -2.74437, -1.39520], [-1.48367, -4.12163, 0.13199], [-1.88167, -6.13652, -1.56325], [-2.84332, -5.09146, -2.68047], [-3.40229, -5.39815, -1.02953], [-0.95823, -3.76850, -1.81566], [-3.68860, -2.86185, -0.92256], [-2.79774, -2.52634, -2.46867], [-2.24381, -1.87501, -0.90916], [-0.88443, -3.40038, 0.36744], [2.50848, 1.45079, -5.32546], [2.46178, 0.50918, -4.11979], [1.69524, -0.79340, -4.45799], [3.79753, 0.32155, -3.71685], [3.16450, 1.08971, -6.13507], [2.85509, 2.44784, -5.02032], [1.50603, 1.51596, -5.75185], [1.91072, 1.10870, -3.37378], [1.63762, -1.51486, -3.63234], [2.15788, -1.28936, -5.33045], [0.67450, -0.51773, -4.74082], [3.80194, -0.21226, -2.89860], [3.71070, 1.80124, 1.25400], [4.55395, 1.16132, 0.21621], [4.58619, -0.28304, 0.62508], [2.69255, 1.43341, 1.46264], [3.58367, 2.80709, 0.85541], [4.27020, 1.93317, 2.20490], [5.57296, 1.58484, 0.28226], [4.11855, 1.24626, -0.80373], [5.24157, -0.64152, 0.01805], [-0.48479, -3.71597, 4.28276], [-1.72914, -3.27933, 4.99055], [-1.45059, -3.65599, 6.40320], [-0.54893, -3.44955, 3.23598], [-0.38628, -4.80409, 4.29411], [0.48089, -3.29267, 4.60166], [-2.58399, -3.83328, 4.60580], [-1.95670, -2.20194, 4.89338], [-2.24753, -3.45114, 6.87778], [-3.07772, 2.52026, -0.66109], [-3.83505, 3.45645, 0.26171], [-4.21534, 2.83259, 1.49103], [-3.70684, 1.63545, -0.86158], [-2.18498, 2.20126, -0.14046], [-2.89209, 2.95628, -1.63815], [-4.69700, 4.00782, -0.13830], [-3.10834, 4.22647, 0.60598], [-4.90500, 2.23812, 1.23762], [-2.25027, 0.42413, 2.73821], [-0.94928, 0.65006, 3.48334], [0.09691, -0.23971, 2.95554], [-2.10449, 0.51247, 1.65375], [-2.90572, 1.20839, 3.11452], [-2.71445, -0.52817, 2.93695], [-1.09668, 0.49952, 4.56337], [-0.63656, 1.69410, 3.34035], [0.88881, 0.05404, 3.42706], [0.64907, 4.25372, 0.17907], [1.46626, 4.57856, -1.03210], [1.86050, 3.37111, -1.68076], [0.46337, 5.14631, 0.76927], [1.18803, 3.57004, 0.82525], [-0.27518, 3.75852, -0.06749], [2.36203, 5.16384, -0.79474], [0.91645, 5.22025, -1.70851], [2.23684, 3.54584, -2.55083], [0.40129, 0.19369, -0.72064], [0.87944, -1.18808, -0.40795], [0.17815, -1.83502, 0.63579], [0.57813, 0.81473, 0.15781], [-0.66272, 0.21005, -0.99285], [0.98909, 0.64659, -1.52719], [1.95083, -1.10929, -0.19189], [0.75959, -1.83714, -1.28484], [0.01809, -1.19606, 1.34475]],
  "energy_ev": -35887.26096,
  "e_homo_ev": -9.38,
  "mol_weight_g_mol": 396.606,
  "lumo_ev": 0.5
}



| no. | orbital gap (eV) |
| --- | --- |
| 1 | 10.09 |
| 2 | 9.86 |